# 1
Molecular formula: C15H45F2NO24P5S2Sr
Method: DFT, ωB97M-V/def2-TZVPD

Atoms and positions in Å:
H 14.7494 1.3795 -16.2797
H 23.7234 5.2173 -18.2548
C 19.4656 6.9340 -20.1441
H 9.3953 7.0428 -13.5197
P 16.3693 1.7852 -14.2267
H 9.5260 -2.3226 -14.8401
H 15.0439 3.1800 -12.3605
H 10.4959 2.3523 -15.1619
O 10.3854 7.4730 -15.3276
H 11.0963 2.9135 -13.6271
H 17.0228 10.7042 -14.4603
C 14.5989 2.1847 -12.3306
O 8.6446 6.7399 -16.9998
H 13.6391 6.9763 -15.6386
S 14.9938 4.0318 -18.2910
P 11.8699 0.0318 -15.3378
O 11.9996 1.0702 -16.5079
O 17.0007 9.5379 -16.1540
H 9.7544 1.6917 -13.6954
H 8.8773 -0.7909 -14.2911
C 9.8032 -1.3272 -14.4989
H 9.9465 4.2008 -17.7848
O 16.5792 6.9873 -16.2550
C 16.2943 9.7684 -18.8922
P 20.7791 6.2667 -17.9759
H 18.1282 9.3542 -14.4194
S 17.2152 3.2306 -19.1687
H 23.3284 5.0172 -19.9539
H 11.4444 1.3284 -18.4693
O 15.0664 1.4120 -13.4493
H 15.5692 9.7629 -19.7030
O 21.7077 5.3117 -18.7808
C 17.1270 9.6543 -14.7248
F 18.6312 3.0045 -18.4730
H 13.0613 0.6231 -18.2060
C 23.0955 5.5888 -19.0600
O 20.2551 7.3256 -18.9990
H 16.0417 10.5701 -18.2039
C 12.0259 0.6243 -17.8786
O 17.5450 1.4516 -13.2379
H 17.5919 2.5697 -11.4903
O 16.3464 3.1888 -14.7293
H 13.7612 7.2161 -17.3887
H 13.5225 2.2647 -12.4526
O 11.6583 0.9859 -14.1006
H 15.0505 -0.3268 -16.2801
H 20.0806 7.0737 -21.0301
C 18.1797 2.3904 -12.3879
H 20.2649 8.4453 -16.4563
H 19.1926 5.8772 -20.1236
F 14.5422 4.8944 -16.9901
O 17.4826 4.0857 -20.2611
C 10.6847 2.0456 -14.1331
H 17.2796 9.9348 -19.3214
H 7.1914 6.4958 -15.4882
H 18.3121 3.3595 -12.8904
O 19.7181 5.5332 -17.2541
P 9.7779 6.1844 -16.0456
O 16.6998 1.9338 -19.3888
C 10.9223 4.6797 -17.7880
H 11.2098 4.9564 -18.8022
H 21.8501 9.1429 -16.7860
C 15.5392 0.6380 -16.3798
N 16.5396 3.9872 -17.8646
H 19.1903 2.0533 -12.1771
H 11.5585 -0.3533 -17.9923
C 7.3547 7.0131 -16.4302
H 10.6359 8.2723 -13.4360
C 21.3392 8.2698 -16.3861
O 14.2201 2.8547 -18.1184
H 10.4082 -1.4056 -13.5981
H 9.1241 8.6757 -14.2069
P 16.1791 8.3341 -16.7172
H 14.8235 1.6696 -11.4000
O 16.5016 0.6906 -15.2847
O 16.2388 8.4665 -18.2684
C 13.6511 7.7190 -16.4314
O 10.4697 -0.6541 -15.5721
H 21.6345 8.1536 -15.3453
C 9.8457 7.8682 -14.0699
O 21.7594 7.0800 -17.0679
O 13.0008 -0.8693 -15.1639
H 18.5556 7.5230 -20.1788
O 9.3759 5.1024 -15.1428
H 16.3556 9.0892 -14.2069
H 16.0611 0.7424 -17.3227
H 7.2075 8.0919 -16.3770
O 14.7067 4.9515 -19.3327
H 23.2478 6.6495 -19.2399
O 14.7321 8.6784 -16.2438
H 6.6090 6.6740 -17.1506
H 12.7546 8.3262 -16.3918
H 11.7027 3.9919 -17.4615
O 10.9791 5.8892 -17.0097
Sr 17.8396 4.8005 -15.9151

Summary:
Frontier orbital gap ... 8.80 eV
LUMO energy ... -3.040 eV
Net charge ... +1
DFT total energy ... -5193.06231 hartree



# 2
Molecular formula: C15H45O10
Method: DFT, ωB97M-V/def2-TZVPD

Atoms and positions in Å:
C -57.2198 22.8831 -26.8907
O -55.0247 20.3588 -31.4077
C -52.6627 21.8037 -25.3911
H -55.5679 24.5660 -27.5033
H -58.2629 25.6221 -29.0781
H -52.5873 27.4854 -27.2487
H -58.7357 27.3250 -26.4000
H -56.6905 22.6109 -27.8583
H -55.5021 22.9899 -26.6897
H -57.0788 19.9883 -25.1191
C -53.0827 25.6139 -26.0836
H -55.1120 21.4797 -25.0370
H -53.8099 23.9012 -25.0146
C -55.5307 24.7385 -30.2936
H -56.5111 27.1053 -27.3298
H -55.9176 20.2136 -31.9295
H -53.7099 19.8528 -25.0973
C -56.7547 21.8553 -25.9169
H -56.4317 20.1204 -27.8568
H -58.1244 29.4303 -27.6095
O -58.0894 29.0366 -26.8210
O -55.3738 21.6906 -25.9207
C -54.5339 25.9238 -30.7116
C -57.3362 27.0950 -27.9335
H -56.6144 24.9879 -30.6375
H -55.2288 24.4257 -26.1459
O -52.5150 24.7505 -27.0387
C -53.4651 26.9858 -26.6929
H -58.3926 20.3989 -26.4371
H -54.7489 26.6897 -30.3120
H -59.4384 27.9540 -27.8957
O -55.0430 23.7816 -27.2001
H -54.4723 24.2915 -26.5384
H -52.6403 25.6834 -25.1944
O -53.8482 22.5159 -25.2666
H -53.3537 20.1729 -26.6787
H -56.3413 24.5625 -28.5840
H -52.1440 22.1997 -26.2202
H -56.8766 23.7421 -26.5461
H -54.2674 23.0944 -30.9709
C -52.9803 20.3471 -25.7940
H -58.3054 22.6981 -27.1611
C -55.2577 23.4563 -31.0695
H -54.0930 26.9039 -27.5309
H -55.5495 23.6222 -32.1685
O -55.4431 24.4785 -28.9001
H -54.3413 22.3820 -24.4718
H -52.0751 21.9679 -24.5154
H -57.0251 27.7575 -28.5963
C -54.2459 24.8738 -25.5444
C -55.1592 20.0551 -30.0272
H -57.0957 22.2560 -25.0580
H -55.7961 22.7957 -30.6259
C -57.3649 20.4203 -26.0481
O -56.1656 21.0506 -27.9086
H -51.1494 20.2385 -26.6156
O -51.7011 19.7261 -25.9991
C -58.4705 27.7492 -27.3364
H -53.3797 25.7071 -30.3553
H -54.1651 20.0922 -29.4251
H -54.0737 27.5866 -26.0551
H -55.6430 22.1551 -29.6659
C -56.0716 21.1816 -29.2308
H -51.5016 25.2160 -27.1683
H -57.0428 19.8685 -26.7989
H -55.5400 19.0646 -29.7777
H -54.5946 25.9241 -31.8376
H -54.8676 25.1204 -24.7109
H -57.0914 20.8937 -29.5001
O -57.6268 25.7056 -28.3012

Summary:
ΔE to the lowest compared entry with this formula, charge and spin ... 17.362 eV
Frontier orbital gap ... 9.40 eV
LUMO energy ... -2.565 eV
Net charge ... +1
DFT total energy ... -1349.65238 hartree



# 3
Molecular formula: C15H46B4N14O16P
Method: DFT, ωB97M-V/def2-TZVPD

Atoms and positions in Å:
N 2.4235 -2.9700 -5.5343
N 3.2358 -0.6145 0.5042
C -2.3208 -1.9434 1.5101
B 0.9964 1.7987 -0.2982
H 7.3094 -6.1872 3.0792
N 7.0398 4.3964 0.2314
C -0.5061 -0.3043 -0.0728
N -5.7606 -1.8179 -2.5172
H 5.1348 -1.8091 -0.6290
H -5.5145 0.9980 -1.0816
H -2.8031 4.3052 0.7856
O 2.4724 -2.0564 -3.4618
O -5.6672 -3.4151 3.6622
H -3.5365 4.8347 -0.8009
O -7.6377 -1.4119 -1.3208
H 1.9475 -3.4747 -6.2589
H -5.2957 -1.9738 -3.3927
H -8.7691 -1.4494 -3.5264
N 3.0801 4.4277 -2.3443
H -7.6050 -3.6845 6.1662
H 0.1867 -1.1055 0.3877
C -2.6163 4.9959 -0.1216
H 5.8541 4.8790 -3.8571
N 4.7938 -4.2288 2.8833
H -2.4861 6.0873 0.1791
O -1.4402 4.3102 -2.3910
H -6.5409 -4.8629 5.4746
H -2.8221 1.6004 -1.5756
H -7.3492 -1.7600 -4.4678
N 0.5995 -3.1152 -4.1633
H 1.2492 -0.1094 -1.5616
O -2.2670 -2.5670 0.1686
O 2.5098 -2.7194 0.9190
H 4.5916 -4.0978 3.8572
H -6.7455 -1.1926 3.8334
C -4.7546 1.6036 -0.4797
H 3.3666 -2.6584 -5.6947
B 0.0875 3.8949 -0.2067
C -0.4078 2.4069 3.0223
C -6.4918 -3.0877 4.4997
H 3.9076 0.0208 0.1115
H 6.3793 -5.4994 4.3679
O 1.4175 1.7697 1.1076
H -4.1674 -3.2685 1.9077
H 0.0901 -3.6222 -4.8629
N 6.5483 -5.6043 3.3846
C 5.8042 -5.0010 2.4199
O 6.0320 -5.1460 1.2265
H -2.7664 -3.4598 3.1674
C -7.0922 -1.6004 -2.3982
H -1.2927 -2.0112 2.0145
N -7.0443 -1.8490 4.5361
H 2.6311 4.6250 -1.4654
H -2.7182 -0.8686 1.4779
C 1.8691 -2.6734 -4.3275
H 6.2656 4.4878 -0.4114
C -3.3388 -2.7471 2.4910
O -0.8086 3.4102 3.7211
H -3.8624 -1.9657 3.1486
P -1.9267 -1.2334 -0.8718
H -5.2168 -1.8197 -1.6682
H 4.4343 4.0714 -4.4328
O 6.2986 2.3475 0.8406
H -0.2997 0.9499 -1.9040
H -5.0000 1.3896 0.6262
H 2.5709 3.9243 -3.0475
H 8.2666 2.3395 2.3480
O 4.9516 5.4750 -1.6257
B -1.3171 4.4087 -0.9435
N 8.1759 3.1773 1.7979
N 4.4425 -2.4111 -0.2232
C 0.4147 0.5282 -1.1084
H -2.7104 1.2663 0.3108
C 4.3500 4.8638 -2.5008
H 2.4317 -0.2392 0.9845
H -4.8152 2.7246 -0.6630
O 0.4080 4.1264 1.1985
H 4.5583 -3.4098 -0.2984
O -0.8003 1.1325 3.3476
O -3.3828 -0.3666 -0.9890
H 0.1513 -2.9147 -3.2794
H 4.2175 -3.7635 2.1966
N -7.7766 -1.6076 -3.5730
O -1.4357 -1.7274 -2.2581
H 8.8587 3.9047 1.9022
B 0.5389 2.7632 1.7271
H -1.1674 5.1573 -2.8011
H 7.7015 5.1467 0.3054
N 4.9086 4.5710 -3.7032
N -6.9283 -3.9343 5.4688
C 3.3431 -1.9625 0.4308
O 1.0958 3.1152 -0.9360
C 7.1166 3.2490 0.9482
H -7.7231 -1.5593 5.2156
C -3.2370 1.0435 -0.6724
H -0.8504 0.3328 0.8215

Summary:
Frontier orbital gap ... 6.17 eV
LUMO energy ... 1.517 eV
Net charge ... -1
DFT total energy ... -3010.94456 hartree



# 4
Molecular formula: C15H46LiN18O17
Method: DFT, ωB97M-V/def2-TZVPD

Atoms and positions in Å:
O 0.2411 -1.9645 2.6032
H -0.5619 1.8265 -4.3011
O -1.4688 1.6278 -7.2747
O 4.4529 0.4474 6.4387
N -1.3912 -2.2837 -3.1141
H -4.3818 -0.2349 1.0769
C -1.4086 1.3177 -6.0912
H 3.9009 -2.5668 0.3177
N -4.5414 -0.2319 2.0698
C 1.3328 -0.4723 1.1258
O -1.9039 -2.1280 0.9010
H 4.5049 -1.9697 6.1919
N 5.0314 0.8552 0.5013
N 4.6947 0.4255 4.1600
N -1.7348 0.1254 -5.5312
H -4.1635 2.8070 -3.0093
O 3.3793 -3.0474 0.9764
H -3.2460 0.9570 -3.3076
C -4.4226 1.2522 -1.6764
C -2.2733 -3.2291 -2.7704
N -4.3569 2.5549 -2.0612
H 5.4315 1.7729 0.5835
H -0.8293 3.7602 -2.6753
N 7.1487 0.0140 0.2024
H 7.4814 0.8087 0.7143
O -4.3230 1.0905 3.9578
H -2.4841 2.0876 2.4470
H 2.0250 1.4615 -5.2338
H 4.0266 0.7847 0.3883
C 1.2547 0.2815 -0.0470
H -0.7187 5.3115 -3.4263
H 4.6012 -0.0597 3.2871
N -0.5575 4.3695 -0.3522
N 2.2228 3.2808 -2.6717
H 4.5721 -1.9530 4.4112
H -0.7877 3.4214 -0.6038
C -0.0385 0.4006 -0.8483
C -3.9713 0.7121 2.8344
H 2.6366 -4.1802 3.1019
C -0.5252 -0.3710 5.9994
H -0.4318 -2.4937 -3.3388
H 2.2745 4.1929 -2.2615
C 4.5512 -0.1702 5.3803
H -5.2327 -0.9062 2.3430
C -0.7726 5.2838 -1.3448
N -1.2260 -0.4921 4.8347
H -3.8402 -2.6931 0.7432
O 2.3276 0.8687 -0.3516
H -0.1620 4.6222 0.5310
O -3.3505 -2.8893 -2.2658
H 1.9003 1.0983 -3.5439
C -1.1655 -0.3117 -0.4611
H -1.2835 -0.1017 -4.6594
H -1.0861 -4.9466 -3.2835
O 2.2219 -3.6504 3.7917
O 5.3053 -1.1934 -0.3781
O -0.9129 6.4915 -1.1633
O 2.4531 3.9575 -4.8006
H 2.2455 -0.4760 1.7044
Li -1.1884 -3.8933 1.7679
N -1.0296 2.1873 -5.1201
C -1.0728 -1.2366 0.6634
H 1.4537 -3.2442 3.3623
H 2.1574 2.4807 -2.0637
H -4.5038 -2.7322 -0.6322
H -1.5188 -1.4072 -2.6274
H -0.6205 -0.5674 4.0355
C 0.2546 -1.2468 1.5787
H -2.5664 -5.8784 1.0855
N 4.4459 -1.5080 5.3009
H -3.3594 -4.7530 0.4047
N -1.9300 -4.5178 -2.9476
H 1.3051 -0.5900 6.6866
H -2.1780 -0.1661 4.7865
C 5.8024 -0.1855 0.1123
N -3.6594 0.4930 -2.5230
C 2.2427 3.0598 -3.9673
N 0.7424 -0.8202 5.8838
N 2.1461 1.7432 -4.2791
O -5.0049 0.7803 -0.7050
H 1.0262 -1.2321 5.0140
O -4.6902 -2.8424 0.3082
H -1.8014 -0.6438 -6.1817
H 2.6076 -2.4879 1.1117
H -2.6300 -5.2217 -2.7841
H -3.5382 -0.4871 -2.3220
H -2.7339 0.8546 1.2618
O -2.5822 -4.9223 0.9622
N -2.9078 1.2162 2.1834
O -0.1746 1.0486 -1.9700
O -1.0587 0.0218 7.0409
H -2.1161 -0.3219 -0.9814
H -4.6677 3.2533 -1.4058
H 4.6958 1.4303 4.1635
H -0.9613 3.1480 -5.4092
N -0.7254 4.7593 -2.5901
H 7.6756 -0.8228 0.0253

Summary:
ΔE to the lowest compared entry with this formula, charge and spin ... 0.000 eV
Frontier orbital gap ... 6.78 eV
LUMO energy ... 0.560 eV
Net charge ... -1
DFT total energy ... -2871.94026 hartree



# 5
Molecular formula: C15H46N2O9
Method: DFT, ωB97M-V/def2-TZVPD

Atoms and positions in Å:
H -2.9769 0.5286 -3.9296
O -1.3906 3.3259 0.5873
H -2.2212 3.5824 2.4732
O 3.6075 1.7598 2.2668
H -1.0504 -1.1650 1.3957
H 2.5874 3.3554 -0.2066
H -0.6551 4.2736 2.3236
H 1.3251 -0.7499 -3.3090
C 1.8673 2.9285 -0.9032
C 1.4865 1.0335 -2.2846
C 3.8707 -3.7325 1.2992
H -3.3675 -1.7528 -4.2414
H 0.9977 2.8780 -0.2831
H 1.1265 -3.0040 -2.1400
H 2.1367 -4.5779 -0.6065
C 4.6744 1.5837 1.3186
H -5.5831 -1.8169 0.6961
H 0.4631 0.9469 -1.8218
H 0.2959 -0.2944 -0.3768
H 1.5811 0.9097 3.9456
C 2.3625 -3.4722 -0.4578
H -3.7353 -1.3191 -0.4676
N 0.7759 2.1680 2.3332
C -3.4440 -0.7872 -2.3078
H -3.3040 -2.8639 -2.7568
C -0.6442 2.1547 2.6120
C 1.3727 0.9519 2.8042
H 3.2933 -3.1338 2.0419
H 2.9941 -0.3053 -3.0958
H 3.0699 -0.3013 2.3003
H 4.2260 1.8011 0.3169
H -3.4215 -1.5040 1.9506
H -1.2652 -0.2851 -0.4689
O -4.2911 -1.4990 2.3526
H 2.7006 -1.0116 -0.7452
H 5.1131 0.5067 1.3691
H -1.0090 -1.6340 2.8834
H 1.1691 2.9381 2.8489
H 2.9686 -2.9936 -2.4205
H 1.2827 1.5464 -3.2710
C 2.0168 -0.3407 -2.6075
C 2.0762 -2.6630 -1.7249
H 3.6089 -4.8068 1.3619
H 4.8966 -3.5608 1.5870
H -5.9530 -2.9550 -0.2915
H 1.6708 -3.1357 0.3255
O -1.4926 -1.7670 2.0377
C -2.7125 3.1225 0.1573
H -4.5125 -0.8065 -2.2987
O 3.7014 -3.2490 -0.0329
H -4.4834 -0.6152 2.5659
H 5.4162 2.3115 1.5438
H -1.8507 -1.8688 -3.1757
H -1.0869 1.2431 2.0775
H 0.7412 0.1247 2.4718
C 2.6818 0.6783 1.9802
N 2.0040 -1.2566 -1.4293
O -0.4911 -0.1574 0.1502
O -3.0041 -0.9625 -0.9604
C -2.9546 0.5360 -2.8845
C -2.9578 -1.9116 -3.1804
H -1.0682 2.1179 3.6978
C -1.2287 3.3939 2.0367
H -3.3694 3.9949 0.3912
O -5.6383 -1.9930 -0.2546
H -3.5794 1.3837 -2.6262
H -3.1649 2.2329 0.5333
H -2.7239 3.0773 -0.9413
H 2.3599 0.7508 0.9759
O 2.3565 1.6877 -1.3731
H -1.9639 0.7206 -2.5222
H 1.7161 3.7041 -1.6157

Summary:
ΔE to the lowest compared entry with this formula, charge and spin ... 0.000 eV
Frontier orbital gap ... 9.51 eV
LUMO energy ... 0.572 eV
DFT total energy ... -1385.66637 hartree